# 1
This record from the Open Molecules 2025 dataset describes a gas-phase ion, C3H5NO2S (charge -2). The level of theory is ωB97M-V/def2-TZVPD.

ORCA input file:
```
! RIJCOSX wB97M-V def2-TZVPD def2/J DEFGRID3
* xyz -2 1
N 1.1682 -0.2536 0.9212
C -0.0904 -0.3884 0.1852
C -0.8594 0.9401 0.0334
S -1.0469 1.8975 1.6072
C 0.2431 -1.1248 -1.1716
O -0.6007 -1.9488 -1.5860
O 1.3577 -0.8501 -1.6713
H 1.0460 0.4599 1.6344
H 1.8696 0.0751 0.2534
H -0.7310 -1.0714 0.7481
H -0.4560 1.5669 -0.7627
H -1.9002 0.6975 -0.1912
*
```

Its largest force on an atom is 0.852 eV/Å. The value obtained for the LUMO energy is 6.2269 eV. Its highest occupied orbital energy is 0.578 eV.

natural (NBO) population analysis, charges in e, atoms 1 to 6: N -0.88; C -0.17; C -0.51; S -0.81; C 0.77; O -0.81

***

# 2
This record from the Open Molecules 2025 dataset describes 3 unconnected molecules or ions with the total composition C16H42N2O8P3 at a distorted geometry. The level of theory is ωB97M-V/def2-TZVPD.

ORCA input file:
```
! RIJCOSX wB97M-V def2-TZVPD def2/J DEFGRID3
* xyz 1 1
N -5.7536 1.3173 3.6619
P -5.4805 0.0459 2.7604
C -7.0312 -0.2248 1.8494
C -8.1708 -0.3910 2.9118
C -8.9819 0.9132 2.9608
N -8.2415 1.8679 2.0390
C -7.3262 1.1212 1.1452
H -5.0777 2.0491 3.4765
H -4.4003 0.2413 1.8797
H -5.2531 -1.1351 3.4845
H -7.0923 -1.0303 1.1212
H -8.7213 -1.2870 2.6515
H -7.6951 -0.4165 3.8911
H -8.9954 1.2637 3.9875
H -10.0128 0.8469 2.6214
H -8.9610 2.3037 1.4655
H -7.7662 2.5205 2.6673
H -6.3884 1.6755 1.1042
H -7.6765 1.0046 0.1246
O -2.2576 0.3848 0.3304
P -1.4804 1.3279 -0.4942
O -1.0262 0.6125 -1.8558
C -2.0144 0.1091 -2.7633
C -2.6670 1.2149 -3.5716
O -0.0308 1.3921 0.2146
C 0.1508 1.0931 1.6041
C 0.8361 -0.2440 1.7682
O -1.5829 2.8396 -0.9053
C -0.4611 3.7390 -1.0612
C 0.4478 3.3856 -2.2118
H -2.7636 -0.4652 -2.2118
H -1.4943 -0.5804 -3.4259
H -3.2485 1.8818 -2.9310
H -3.3363 0.7929 -4.3217
H -1.9139 1.8226 -4.0720
H -0.8016 1.1146 2.1344
H 0.7747 1.8868 2.0197
H 0.2844 -1.0307 1.2520
H 0.9222 -0.5100 2.8226
H 1.8367 -0.2174 1.3341
H 0.0869 3.8272 -0.1261
H -0.9145 4.7130 -1.2433
H 1.0123 2.4761 -2.0129
H 1.1584 4.1974 -2.3685
H -0.1203 3.2353 -3.1294
O 4.5252 -1.0222 0.6150
P 5.3617 -1.4737 -0.5036
O 5.4264 -3.0796 -0.5259
C 4.2160 -3.8299 -0.6832
C 3.7246 -3.8320 -2.1188
O 6.8848 -1.2019 -0.0129
C 7.1847 -0.2045 0.9664
C 7.5461 -0.8550 2.2834
O 5.5660 -1.0984 -2.0176
C 6.8287 -1.0968 -2.7119
C 7.4409 -2.4670 -2.8702
H 3.4488 -3.4387 -0.0102
H 4.4459 -4.8461 -0.3661
H 3.4269 -2.8301 -2.4347
H 2.8635 -4.4925 -2.2244
H 4.5114 -4.1653 -2.7953
H 6.3506 0.4857 1.0891
H 8.0332 0.3688 0.5856
H 6.7517 -1.5249 2.6124
H 7.7145 -0.1027 3.0551
H 8.4511 -1.4540 2.1755
H 7.5189 -0.3987 -2.2436
H 6.6005 -0.6876 -3.6962
H 7.7942 -2.8608 -1.9186
H 8.2931 -2.4032 -3.5477
H 6.7198 -3.1739 -3.2796
*
```

Its largest force on an atom is 5.386 eV/Å. The value obtained for the LUMO energy is -2.8886 eV. Its highest occupied orbital energy is -11.589 eV.

Mulliken population analysis, charges in e, atoms 1 to 6: N -0.73; P 0.05; C 0.34; C -0.92; C -0.60; N -0.08

***

# 3
This record from the Open Molecules 2025 dataset describes a molecular structure, C32H29N4O3ReS. The level of theory is ωB97M-V/def2-TZVPD.

ORCA input file:
```
! RIJCOSX wB97M-V def2-TZVPD def2/J DEFGRID3
* xyz 3 4
Re 0.0074 -1.0385 0.1115
C -4.2772 -1.3377 -0.3506
C -2.8058 -1.4835 -0.4134
N -1.9803 -0.8468 0.3626
N -2.3991 0.0359 1.3236
C -1.3757 0.5897 1.9211
O -0.1212 0.2620 1.5614
C -1.5393 1.5541 2.9918
C -0.4175 2.1255 3.6013
C -0.5850 3.0402 4.6232
C -1.8657 3.3863 5.0417
C -2.9841 2.8200 4.4391
C -2.8273 1.9049 3.4164
C -2.1319 -2.3689 -1.3905
C -2.8216 -3.1483 -2.2976
C -2.1079 -3.9527 -3.1833
C -0.7254 -3.9551 -3.1329
C -0.0893 -3.1516 -2.2000
N -0.7659 -2.3754 -1.3488
H -4.5631 -0.7247 0.4984
H -4.7564 -2.3152 -0.2782
H -4.6360 -0.8627 -1.2680
H 0.5763 1.8469 3.2789
H 0.2775 3.4837 5.1006
H -1.9933 4.0995 5.8448
H -3.9756 3.0936 4.7710
H -3.6912 1.4600 2.9435
H -3.9015 -3.1318 -2.3188
H -2.6333 -4.5687 -3.9011
H -0.1380 -4.5674 -3.8019
H 0.9905 -3.1225 -2.1249
O 2.1133 -1.3049 0.0091
C 2.7686 -2.0372 1.0805
C 1.7143 -2.8294 1.8062
C 2.0703 -3.7700 2.7537
C 1.0740 -4.4559 3.4305
C -0.2559 -4.1823 3.1376
C -0.5435 -3.2370 2.1803
N 0.4221 -2.5676 1.5161
H 2.6766 -0.6133 -0.3908
H 3.2515 -1.3219 1.7485
H 3.5192 -2.6902 0.6359
H 3.1150 -3.9601 2.9607
H 1.3315 -5.1945 4.1779
H -1.0607 -4.6925 3.6467
H -1.5643 -2.9847 1.9275
O -0.0290 0.4210 -1.2655
S 0.5399 1.8911 -0.9895
C 0.0670 2.7760 -2.4253
C 0.0651 2.2171 -3.7009
C -0.2749 3.0268 -4.7667
C -0.5878 4.3690 -4.5565
C -0.5869 4.9088 -3.2793
C -0.2672 4.1071 -2.1926
C 2.2921 1.6425 -1.0863
C 2.8992 0.9509 -2.1366
C 4.2747 0.7903 -2.1160
C 5.0285 1.3306 -1.0738
C 4.4143 2.0231 -0.0407
C 3.0323 2.1785 -0.0369
H 0.2956 1.1715 -3.8537
H -0.2971 2.6191 -5.7677
H -0.8425 4.9945 -5.4013
H -0.8446 5.9469 -3.1237
H -0.2833 4.5099 -1.1875
H 2.3108 0.5605 -2.9567
H 4.7683 0.2682 -2.9246
H 6.1046 1.2199 -1.0805
H 5.0059 2.4509 0.7570
H 2.5400 2.7164 0.7641
*
```

Its largest force on an atom is 0.287 eV/Å. The value obtained for the LUMO energy (spin up / spin down) is -9.2907 / -10.3693 eV. Its highest occupied orbital energy (spin up / spin down) is -16.112 / -16.079 eV.

natural (NBO) population analysis, charges in e, atoms 1 to 6: Re 1.85; C -0.70; C 0.36; N -0.31; N -0.37; C 0.58

***

# 4
This record from the Open Molecules 2025 dataset describes a single C3H2N2O molecule at a distorted geometry. The level of theory is ωB97M-V/def2-TZVPD.

ORCA input file:
```
! RIJCOSX wB97M-V def2-TZVPD def2/J DEFGRID3
* xyz 0 3
C -1.8100 0.1257 -0.0383
C 1.8214 0.3788 -0.1841
C -0.6961 -0.6697 -0.3198
N -2.6424 0.8588 0.2788
N 0.5653 -0.0797 0.1483
O 2.9013 0.3181 0.2472
H -0.5799 -1.4964 -0.9927
H 0.4405 0.5644 0.8606
*
```

Its largest force on an atom is 4.691 eV/Å. The value obtained for the LUMO energy (spin up / spin down) is 0.6764 / -2.0093 eV. Its highest occupied orbital energy (spin up / spin down) is -7.614 / -11.582 eV.

natural (NBO) population analysis, charges in e, atoms 1 to 6: C 0.16; C 0.62; C -0.02; N -0.25; N -0.69; O -0.46